Formula: C23H35HfS
Source: OMol25
Level of theory: the ωB97M-V functional and the def2-TZVPD basis

XYZ file:
```
60
Properties=species:S:1:pos:R:3:forces:R:3
C 1.33171 -2.20723 0.70898 -0.096 0.168 -1.302
C 2.31276 -1.54963 -0.11521 -0.785 -0.798 -0.347
C 1.79404 -1.47549 -1.44677 -0.374 -0.288 0.801
C 0.44728 -1.97283 -1.43525 0.865 -0.356 0.811
C 0.16157 -2.43910 -0.10087 1.047 -0.107 -0.190
Hf 0.37762 -0.03160 0.05758 -0.972 0.175 -1.139
C -1.95166 2.10129 -0.55498 -1.746 0.066 -0.480
C -1.80025 1.21708 0.69284 0.616 -0.828 -0.104
H -1.90603 1.78192 1.63108 0.398 -0.398 -0.277
C -1.72558 -0.20641 0.74541 -1.514 0.135 0.989
H -2.25541 -0.84442 0.01071 0.537 0.433 -0.016
H -1.74639 -0.67739 1.74958 -0.225 0.352 -0.458
C -2.70321 3.39659 -0.18487 -0.131 -0.026 0.073
H -2.14052 3.99994 0.54267 -0.160 -0.099 -0.066
H -2.85351 4.00524 -1.09100 -0.118 -0.195 0.488
H -3.69030 3.15017 0.23661 0.361 0.098 -0.078
C -2.78520 1.46423 -1.69868 -0.085 0.048 -0.029
H -2.43609 0.46523 -1.99832 -0.023 0.262 0.131
H -3.84556 1.39600 -1.40304 0.410 0.011 -0.172
H -2.69726 2.12565 -2.58453 -0.170 -0.401 0.374
C 3.70336 -1.18570 0.27785 0.384 0.190 0.054
H 3.75803 -0.88838 1.33228 0.090 -0.106 -0.186
H 4.39415 -2.02824 0.12252 -0.158 0.190 0.079
H 4.07009 -0.34227 -0.32309 -0.039 -0.207 0.175
C 2.63308 -1.11020 -2.62169 0.317 0.469 -0.356
H 2.83173 -0.02946 -2.64304 0.092 -0.291 -0.116
H 3.60755 -1.62035 -2.57283 -0.337 0.078 -0.019
H 2.15747 -1.38346 -3.57087 0.087 0.025 0.222
C -0.44718 -2.17496 -2.61112 -0.228 0.160 -0.353
H -0.35943 -1.34678 -3.32606 -0.088 -0.278 0.113
H -0.19610 -3.10925 -3.13726 -0.089 0.238 0.157
H -1.49872 -2.23715 -2.29900 0.257 -0.007 -0.152
C -0.99912 -3.28846 0.29278 -0.271 -0.146 0.125
H -1.90677 -3.01718 -0.25920 0.143 -0.106 0.151
H -0.79144 -4.34885 0.07992 -0.059 0.287 0.057
H -1.21321 -3.20092 1.36507 -0.037 -0.051 -0.235
C 1.59881 -2.82259 2.03751 -0.032 0.087 0.552
H 0.66766 -2.99763 2.58965 0.215 0.004 -0.009
H 2.09919 -3.79783 1.91836 -0.160 0.321 -0.002
H 2.25152 -2.18939 2.65187 -0.084 -0.244 -0.062
C 0.11588 1.23802 -1.66952 -0.349 -1.123 -0.243
C -0.59640 2.40620 -1.09432 1.473 0.709 0.322
C 0.50178 1.31113 -2.99894 0.203 1.008 -1.483
C -0.49122 3.70159 -1.83557 0.851 -0.078 -0.560
H 0.16962 2.47104 -0.22256 -0.828 0.622 0.306
C 0.47514 2.51407 -3.70993 0.238 -1.551 0.298
H 0.85913 0.42801 -3.51893 0.064 0.192 0.110
C 0.04663 3.71452 -3.09318 -0.695 1.018 1.137
H -0.79617 4.59851 -1.28854 0.108 -0.192 -0.600
H 0.85997 2.52386 -4.72709 -0.186 0.098 0.125
H 0.09549 4.65954 -3.63813 0.102 -0.298 0.129
C 1.22888 0.32193 3.56092 0.237 -0.433 -0.085
S 1.50902 1.18181 1.95793 0.729 0.975 2.039
C 0.80636 2.81244 2.40044 0.094 0.494 -0.358
H 0.64990 -0.59584 3.41477 0.158 0.242 0.065
H 0.69797 0.99732 4.23791 0.119 -0.217 -0.265
H 2.21785 0.08628 3.97232 -0.369 -0.001 -0.058
H 0.58553 2.82758 3.47503 0.150 -0.024 -0.425
H 1.57765 3.55955 2.17180 -0.324 -0.169 0.100
H -0.10761 3.02207 1.82682 0.385 -0.138 0.246
```
Positions in Å, forces in eV/Å.

Computed properties:
Kohn-Sham gap (alpha / beta): 4.7 / 4.7 eV
Net charge: +1
Molecular weight: 522.1 g mol⁻¹
E_LUMO (alpha / beta): -4.24 / -4.25 eV

Formula: C23H36BrClF9NO9S
Source: OMol25
Level of theory: the ωB97M-V functional and the def2-TZVPD basis

XYZ file:
```
81
Properties=species:S:1:pos:R:3:forces:R:3
C 1.47085 -0.03186 -1.14658 -0.647 1.352 0.977
C 1.95925 -1.09641 -1.71784 -0.238 0.036 -0.965
C 1.49042 -1.65653 -3.07766 1.654 -1.172 1.906
C 1.89719 -0.87357 -4.35316 -0.856 1.529 -0.351
C 1.88413 0.69104 -4.18843 1.723 -1.014 -0.033
C 3.30537 1.12184 -3.69789 -0.283 0.123 -0.280
C 0.04863 -2.27378 -3.06908 -0.704 -0.668 -0.185
Cl -0.78577 -2.33292 -1.48597 0.380 -0.193 -0.559
S -1.18682 -1.49177 -4.19822 1.560 1.461 -1.175
O -1.03068 -0.07576 -4.11252 -0.603 0.460 1.033
O -0.95955 -2.03642 -5.49372 -0.273 -1.023 -0.498
C -2.93771 -1.92848 -3.77463 -0.532 -0.962 0.686
F -3.40160 -1.26756 -2.71961 0.067 1.045 0.182
F -2.99131 -3.21493 -3.42979 0.308 -0.714 -0.355
C -3.97797 -1.75587 -4.93136 0.524 0.378 -0.448
F -3.74046 -2.59098 -5.93102 0.819 -0.407 -0.531
F -5.14193 -2.14996 -4.42460 -0.682 0.330 0.668
C -4.12057 -0.34112 -5.56495 -1.095 -0.046 0.256
F -3.04541 0.03245 -6.22647 1.205 0.130 0.158
F -5.07914 -0.46245 -6.49656 -0.743 -0.312 -0.051
C -4.58841 0.81092 -4.62946 -0.151 0.837 -0.607
F -3.63324 1.30528 -3.87547 0.794 -0.211 0.448
F -5.61140 0.49041 -3.86689 -0.438 -0.681 0.405
F -4.99494 1.79743 -5.42792 -0.089 0.337 -0.439
C 0.30261 -3.68616 -3.78249 2.606 3.182 0.742
O -0.42103 -4.54474 -3.97271 -2.683 -2.778 -0.688
O 1.63322 -3.68215 -4.19336 0.402 -0.223 0.211
C 2.29655 -3.01890 -3.13697 -0.811 -0.599 -0.487
Br 1.95806 -4.30498 -1.60346 0.082 0.325 0.462
C 3.84220 -2.94954 -3.17251 -0.122 0.235 -0.812
O 4.38627 -3.34979 -4.43702 -0.312 0.755 0.272
N 5.31828 -4.39684 -4.14801 0.826 -0.254 0.391
O 6.39298 -4.10156 -4.47264 -0.433 -0.250 -0.360
H 0.68450 0.58736 -1.57875 0.095 -0.260 0.031
H 1.79208 0.26995 -0.14894 -0.008 -0.031 -0.245
H 2.72094 -1.63461 -1.15589 -0.134 -0.149 -0.378
H 2.90449 -1.11701 -4.71418 -0.230 -0.333 0.301
H 1.22272 -1.07247 -5.19568 0.177 -0.481 0.379
H 1.79328 1.07460 -5.21112 -0.521 0.183 0.388
H 1.08814 1.02844 -3.53025 0.044 0.064 -0.368
H 3.82580 0.31077 -3.17247 -0.259 0.277 0.138
H 3.27436 2.00653 -3.05095 0.104 -0.199 -0.140
H 3.93126 1.34201 -4.57571 -0.150 0.087 0.267
H 4.27015 -3.57094 -2.38184 -0.188 0.035 -0.201
H 4.17533 -1.91902 -2.98247 -0.211 -0.179 -0.099
C 0.08588 1.61948 4.27100 0.210 0.204 0.038
C -0.13861 1.51702 2.77156 -0.342 -0.554 0.464
C -1.54113 1.02175 2.45472 -0.075 0.045 -0.334
O 0.82575 0.62560 2.20241 0.248 0.177 -0.291
H -0.02149 0.64124 4.74795 -0.096 0.014 -0.019
H 1.09874 1.96649 4.48429 -0.019 0.001 -0.023
H -0.62410 2.30871 4.72901 -0.042 -0.070 -0.007
H 0.01893 2.49332 2.30834 0.170 -0.101 -0.121
H -1.70200 0.02260 2.87178 0.054 0.044 0.109
H -1.68418 0.94258 1.37416 0.048 0.026 0.008
H -2.29718 1.69204 2.85850 0.011 -0.062 0.045
H 0.69798 -0.24223 2.60321 -0.043 0.098 0.013
C 1.23411 -2.32521 8.00664 -0.237 -0.076 -0.021
C 1.61057 -1.40927 6.85208 0.467 -0.008 0.545
C 3.07529 -1.56947 6.47412 0.033 0.038 -0.250
O 1.35370 -0.05281 7.21167 -0.217 0.073 -0.219
H 1.82219 -2.08585 8.89720 0.103 -0.026 -0.073
H 0.18408 -2.19393 8.27233 0.008 -0.021 -0.063
H 1.40097 -3.37329 7.75140 0.014 0.012 0.037
H 0.98232 -1.63223 5.98744 -0.061 0.174 0.020
H 3.72247 -1.30578 7.31547 -0.061 -0.093 0.062
H 3.33311 -0.90114 5.65085 -0.050 -0.041 -0.017
H 3.29690 -2.59523 6.17358 0.027 0.017 0.027
H 1.90187 0.16081 7.97593 -0.035 -0.042 -0.063
C -1.58377 5.50606 4.42389 0.239 -0.079 0.020
C -2.32713 4.61991 3.43625 -0.390 0.412 0.422
C -3.49780 5.35621 2.80381 -0.049 -0.094 -0.226
O -2.80057 3.44911 4.10415 0.050 -0.057 -0.055
H -2.24445 5.81533 5.23881 -0.071 0.052 -0.091
H -0.75212 4.96247 4.87563 0.012 0.010 -0.067
H -1.19187 6.40005 3.93583 -0.019 0.003 0.032
H -1.64088 4.28424 2.65618 -0.044 -0.179 0.059
H -4.22017 5.66075 3.56648 0.097 0.066 0.051
H -4.02620 4.70616 2.10465 0.065 0.012 -0.021
H -3.16257 6.24580 2.26783 -0.029 0.003 0.024
H -3.40974 3.72877 4.79811 0.050 0.002 -0.062
```
Positions in Å, forces in eV/Å.

Computed properties:
Kohn-Sham gap: 9.7 eV
Structure (SMILES): C=C[C@]1(CCC)[C@@](Cl)(S(=O)(=O)C(F)(F)C(F)(F)C(F)(F)C(F)(F)F)C(=O)O[C@@]1(Br)CON=O.CC(C)O.CC(C)O.CC(C)O
Net charge: 0
Molecular weight: 788.9 g mol⁻¹
E_LUMO: -0.42 eV

Formula: C23H36F5N6OTeTi
Source: OMol25
Level of theory: the ωB97M-V functional and the def2-TZVPD basis

XYZ file:
```
73
Properties=species:S:1:pos:R:3:forces:R:3
Ti 0.17047 0.64904 -0.36838 -0.594 0.466 0.531
C 0.79157 1.93186 3.72881 -0.004 0.018 -0.011
C 1.20204 2.32500 2.34157 -0.078 0.020 0.022
C 1.22480 3.66829 1.95102 0.012 0.011 -0.034
C 1.82039 4.06419 0.76309 -0.017 -0.002 0.031
C 2.40578 3.12716 -0.08701 -0.024 0.037 -0.019
C 2.36022 1.78582 0.25633 0.020 -0.141 -0.044
C 1.73170 1.37686 1.45467 0.051 -0.152 -0.025
H 1.65188 2.05857 4.39116 -0.002 0.001 0.005
H 0.48748 0.88758 3.79412 -0.002 0.000 -0.008
H -0.00049 2.56757 4.12185 0.007 -0.002 -0.004
H 0.82426 4.42000 2.62105 0.004 -0.004 -0.003
H 1.86246 5.11622 0.51154 0.001 0.000 0.001
H 2.91090 3.44666 -0.98819 -0.007 0.002 0.003
H 2.90025 1.05788 -0.34605 0.008 0.013 0.002
H 1.86655 0.35988 1.81176 0.008 0.024 -0.008
C -3.89505 2.34484 0.93930 0.095 0.109 0.000
N -2.92142 1.26779 1.16923 0.032 0.010 0.084
C -2.20818 1.36248 2.43988 -0.011 0.009 0.011
C -2.68884 0.32420 0.27285 0.058 0.051 -0.002
N -1.40487 -0.26724 0.23163 0.342 -0.019 -0.011
C -1.27824 -1.68842 0.06566 -0.077 0.069 0.105
C -2.27944 -2.61992 0.30942 -0.036 0.089 -0.014
C -2.04329 -3.95864 0.04159 0.016 -0.030 -0.016
C -0.82537 -4.36927 -0.49027 -0.046 -0.001 0.019
C 0.18977 -3.44992 -0.69482 0.042 -0.009 0.033
C -0.02305 -2.11609 -0.37157 0.117 0.012 -0.013
N 0.98350 -1.09625 -0.46206 -0.080 -0.285 -0.095
C 2.31950 -1.53281 -0.54088 -0.058 0.076 -0.041
N 2.80125 -2.27425 0.44450 0.055 -0.013 -0.061
C 3.90985 -3.23091 0.25826 -0.002 0.074 0.011
C 2.13430 -2.41166 1.74385 -0.006 -0.002 -0.010
N 3.03533 -1.13544 -1.58712 0.046 -0.051 0.065
C 2.41739 -0.81808 -2.88257 -0.013 -0.006 0.024
C 4.49498 -0.94432 -1.55702 -0.052 -0.073 0.008
N -3.61283 -0.02765 -0.60346 -0.123 -0.107 -0.163
C -5.05120 0.08564 -0.30007 -0.005 -0.143 -0.064
C -3.32751 -0.60488 -1.92214 0.063 -0.072 0.036
H -4.79728 2.20836 1.53346 0.020 0.021 0.005
H -4.14745 2.40202 -0.11546 0.048 0.060 0.075
H -3.41937 3.27793 1.23927 0.004 0.000 0.006
H -2.93937 1.44477 3.24397 0.005 0.000 0.005
H -1.58648 2.25765 2.44243 0.002 -0.010 -0.006
H -1.60291 0.47789 2.60921 0.012 -0.012 -0.008
H -3.23621 -2.31385 0.70959 -0.033 0.027 -0.007
H -2.81886 -4.68590 0.23909 0.000 0.003 -0.002
H -0.66395 -5.41044 -0.73327 0.001 0.000 0.002
H 1.14233 -3.77764 -1.09317 -0.001 -0.001 0.002
H 4.07978 -3.41573 -0.79601 0.014 0.019 -0.069
H 3.60997 -4.16587 0.72938 0.004 0.001 -0.003
H 4.82475 -2.88084 0.73213 0.007 0.019 0.001
H 1.39022 -1.63514 1.88750 -0.009 -0.028 -0.001
H 2.88915 -2.34189 2.52565 0.009 -0.001 -0.002
H 1.64648 -3.38432 1.80852 -0.004 -0.005 0.007
H 2.96415 -1.34867 -3.66096 0.014 0.004 0.000
H 2.48648 0.25183 -3.08369 -0.010 0.013 -0.009
H 1.38199 -1.14231 -2.90868 -0.002 -0.011 0.002
H 5.01824 -1.74198 -2.08071 0.004 -0.024 0.002
H 4.84926 -0.87461 -0.53380 0.005 -0.026 0.052
H 4.70793 -0.00562 -2.06848 0.004 -0.001 -0.001
H -5.20386 0.21388 0.76729 -0.013 -0.064 -0.061
H -5.52279 -0.84444 -0.61464 0.007 -0.007 -0.001
H -5.51066 0.90813 -0.84583 -0.018 -0.035 -0.007
H -2.25907 -0.65080 -2.11415 -0.227 -0.032 0.046
H -3.80069 0.02278 -2.67735 -0.006 -0.019 0.003
H -3.74784 -1.60747 -1.98386 -0.007 -0.020 0.011
F -0.69749 4.37806 -2.61847 -0.084 0.244 -0.018
Te -0.71134 2.57840 -2.52182 0.308 0.045 -0.016
F -0.50245 0.58264 -2.33144 0.262 0.163 -0.059
F -2.52396 2.38411 -2.48821 -0.347 -0.033 0.058
F -0.78060 2.31334 -4.30833 -0.046 -0.077 -0.184
F 1.12912 2.43429 -2.66479 0.173 0.141 -0.072
O -0.58409 2.40967 -0.68588 0.164 -0.335 -0.094
```
Positions in Å, forces in eV/Å.

Computed properties:
Kohn-Sham gap (alpha / beta): 6.6 / 6.6 eV
Net charge: +3
Molecular weight: 683.0 g mol⁻¹
E_LUMO (alpha / beta): -10.67 / -10.67 eV
Relative energy (zero: lowest compared OMol25 entry of this formula, charge and spin): 190.1 kJ/mol

Question: The lowest molecular weight belongs to which entry?
Answer: C23H35HfS